{"formula": "C3H2FMgO2Tl", "method": "the ωB97M-V functional and the def2-TZVPD basis", "elements": ["C", "C", "H", "H", "F", "O", "C", "O", "Mg", "Tl"], "coordinates": [[-1.67, -0.30, -0.77], [-0.75, 0.36, -0.09], [-1.40, -1.14, -1.41], [-2.73, -0.08, -0.62], [-1.14, 1.25, 0.82], [1.49, 1.23, 1.32], [1.65, 0.79, 0.22], [0.54, -0.07, -0.13], [3.61, 0.23, -0.53], [0.41, -2.28, 1.19]], "charge": 2, "multiplicity": 1, "orbital_gap_ev": 5.53, "lumo_energy_ev": -11.07, "e_tot_ha": -737.699394}